# 1
Computed, not measured: a molecular structure, C36H41B2F4FeN9O5Te, with ωB97M-V/def2-TZVPD.

Computed properties:
Energy above the lowest of the compared OMol25 structures with the same formula, charge and spin, kcal per mole: 4.28
Multiplicity: 5
Charge: +2
Gap between HOMO and LUMO (alpha / beta), eV: 5.3 / 4.5
HOMO (alpha / beta), eV: -12.3 / -12.3

Each line ends with the Mulliken spin population.
Element x y z (Å)
Fe  -0.1930  -1.2667  -0.5111  2.897
C  -1.0616  -3.0586  3.2682  -0.001
C  -0.9659  -2.2188  2.0478  0.023
N  -0.4803  -2.6667  0.9400  -0.023
O  -0.0069  -3.8986  0.9416  -0.004
B  0.2017  -4.6701  -0.3634  0.004
F  -0.9975  -5.2576  -0.6907  0.000
F  1.2550  -5.4899  -0.1722  0.000
O  0.5947  -3.7283  -1.5083  -0.014
N  -0.3252  -2.7719  -1.6936  -0.052
C  -1.3510  -2.9270  -2.4476  0.022
C  -1.6231  -4.1295  -3.2695  -0.002
C  -2.2541  -1.7460  -2.4230  0.041
N  -1.8616  -0.8315  -1.6101  -0.007
O  -2.5255  0.3407  -1.5992  -0.037
B  -2.7331  0.9926  -0.2208  0.012
F  -3.6636  0.2552  0.4649  0.002
F  -3.0479  2.2866  -0.5110  0.000
O  -1.4392  1.0207  0.5470  -0.008
N  -1.0353  -0.2346  0.8641  -0.057
C  -1.3847  -0.8030  1.9641  0.012
C  -2.1282  -0.1277  3.0530  -0.001
C  -3.4834  -1.6795  -3.2524  -0.003
H  -1.6915  -3.9277  3.0689  0.001
H  -1.4647  -2.5066  4.1115  0.000
H  -0.0722  -3.4469  3.5187  0.001
H  -0.7059  -4.6895  -3.4319  0.000
H  -2.0766  -3.8493  -4.2190  0.000
H  -2.3136  -4.7843  -2.7328  0.003
H  -3.0720  -0.6475  3.2287  0.003
H  -2.3318  0.9071  2.8000  0.001
H  -1.5441  -0.1768  3.9757  0.002
H  -4.0363  -2.6153  -3.1622  0.001
H  -3.2265  -1.5622  -4.3083  0.002
H  -4.1111  -0.8506  -2.9404  0.000
C  -1.8318  2.6453  7.8369  0.000
C  -0.4708  2.2540  7.3340  0.000
C  0.6280  3.0937  7.4829  0.000
C  1.8833  2.7310  7.0213  0.000
C  2.0758  1.4995  6.4077  0.000
N  3.3812  1.1453  5.9859  0.000
C  3.7506  0.3560  4.9318  0.000
O  4.8294  -0.1841  4.8467  0.000
N  2.7689  0.2567  3.9473  0.001
C  2.8041  -0.5737  2.8436  0.003
C  3.6956  -1.6401  2.6778  0.002
C  3.5934  -2.4097  1.5332  0.002
C  2.6142  -2.1310  0.5937  0.003
N  1.7560  -1.1209  0.7552  0.059
C  1.8634  -0.3569  1.8403  0.019
C  0.9909  0.6346  6.2723  0.000
C  -0.2622  1.0208  6.7223  0.000
H  -1.8107  3.6266  8.3070  0.000
H  -2.1963  1.9281  8.5736  0.000
H  -2.5585  2.6784  7.0234  0.000
H  0.5026  4.0536  7.9683  0.000
H  2.7219  3.4062  7.1392  0.000
H  4.1478  1.3700  6.6020  0.000
H  2.0017  0.9082  4.0104  0.000
H  4.4462  -1.8391  3.4269  0.000
H  4.2583  -3.2478  1.3771  0.000
H  2.4922  -2.7501  -0.2881  0.000
H  1.1806  0.4837  1.9160  -0.003
H  1.1354  -0.3594  5.8672  0.000
H  -1.0913  0.3259  6.6375  0.000
C  2.9685  -1.6725  -4.3985  -0.001
N  3.1218  -1.0675  -3.0694  0.016
C  4.4702  -0.9688  -2.4926  0.000
C  2.0880  -0.6811  -2.4049  0.009
N  1.1461  -0.3186  -1.8198  0.056
H  3.5583  -1.1086  -5.1198  0.001
H  1.9215  -1.6438  -4.6909  0.000
H  3.3143  -2.7050  -4.3685  0.000
H  5.0865  -0.3292  -3.1225  0.000
H  4.9112  -1.9634  -2.4396  0.001
H  4.4093  -0.5480  -1.4924  0.000
Te  -0.5598  2.5125  -2.4057  1.030
C  -0.1405  1.4690  -4.1781  0.103
C  1.0747  1.7080  -4.8096  -0.089
C  1.3569  1.0541  -6.0017  -0.001
C  0.4404  0.1630  -6.5442  0.001
C  -0.7673  -0.0757  -5.9007  0.012
C  -1.0631  0.5785  -4.7130  -0.017
C  -1.8438  3.9227  -3.2358  0.049
C  -2.9540  3.5417  -3.9852  -0.002
C  -3.7663  4.5239  -4.5221  -0.002
C  -3.4673  5.8668  -4.3162  0.038
C  -2.3643  6.2371  -3.5607  -0.020
C  -1.5501  5.2644  -3.0013  -0.015
H  1.7922  2.4079  -4.3973  -0.015
H  2.2881  1.2555  -6.5148  -0.001
H  0.6606  -0.3346  -7.4793  0.000
H  -1.4869  -0.7568  -6.3370  -0.001
H  -2.0134  0.4128  -4.2203  -0.034
H  -3.1923  2.4981  -4.1414  -0.014
H  -4.6368  4.2451  -5.1001  -0.001
H  -4.1058  6.6287  -4.7427  0.001
H  -2.1401  7.2823  -3.3981  0.000
H  -0.7006  5.5567  -2.3960  -0.008

# 2
Computed, not measured: a molecular structure, C36H41Cl3Ge2IrN2O3SSi, with ωB97M-V/def2-TZVPD.

Computed properties:
Multiplicity: 2
Gap between HOMO and LUMO (alpha / beta), eV: 5.4 / 5.4
HOMO (alpha / beta), eV: -7.6 / -7.6

Each line ends with the Mulliken spin population.
Element x y z (Å)
Ir  1.6945  -1.3453  0.4314  0.762
Cl  2.4287  2.2455  6.8356  0.001
C  2.0164  1.7535  5.2352  0.006
C  2.9124  0.9954  4.4945  -0.007
C  2.5673  0.6130  3.2152  -0.010
Cl  3.6361  -0.3444  2.2764  0.010
C  1.3261  0.9460  2.6231  -0.009
O  1.0068  0.6113  1.4220  0.099
C  0.4518  1.7075  3.4334  0.021
Cl  -1.0838  2.1085  2.7655  0.000
C  0.7845  2.1160  4.7094  -0.002
H  3.8647  0.7112  4.9105  0.000
H  0.0853  2.7021  5.2852  0.000
C  -4.9076  -0.6766  5.0963  0.000
C  -3.6544  -1.1937  4.4637  -0.001
C  -3.6843  -2.3466  3.6889  0.001
C  -2.5324  -2.8264  3.0956  -0.003
C  -1.3354  -2.1600  3.2831  -0.003
C  -1.2856  -1.0072  4.0434  0.001
C  -2.4449  -0.5272  4.6301  0.001
S  0.0976  -2.8325  2.4542  0.019
O  1.2951  -2.1107  2.8494  -0.005
O  0.1096  -4.2577  2.6510  -0.005
N  -0.1084  -2.4181  0.9067  0.027
C  -0.5263  -3.1940  -0.1062  -0.023
C  -1.3105  -4.3534  0.0127  -0.007
C  -1.7486  -4.9616  -1.1401  -0.001
C  -1.3777  -4.4407  -2.3763  0.004
C  -0.5423  -3.3378  -2.3949  0.015
N  -0.1269  -2.7251  -1.3016  -0.007
H  -5.7519  -1.3161  4.8558  0.000
H  -5.1131  0.3310  4.7424  0.000
H  -4.8048  -0.6325  6.1779  0.000
H  -4.6165  -2.8726  3.5475  0.000
H  -2.5554  -3.7263  2.5035  0.001
H  -0.3421  -0.5014  4.1804  0.001
H  -2.4174  0.3771  5.2218  0.000
H  -1.5107  -4.7571  0.9912  -0.001
H  -2.3746  -5.8391  -1.0791  0.000
H  -1.7160  -4.8942  -3.2933  0.000
H  -0.1902  -2.9164  -3.3256  0.001
C  2.3130  3.9348  -2.6463  0.007
Ge  1.0973  2.4548  -3.2731  0.057
C  -0.4634  3.3652  -4.1773  0.008
C  2.1146  1.4351  -4.7005  0.005
Ge  0.3491  0.8070  -1.0265  0.005
C  -0.3386  2.6366  -0.4167  -0.014
C  -1.6720  3.0072  -0.5471  0.009
C  -2.1210  4.2061  -0.0196  -0.004
C  -1.2442  5.0530  0.6357  0.007
C  0.0886  4.6956  0.7661  -0.005
C  0.5351  3.4962  0.2414  0.004
C  -1.2779  0.0660  -1.9786  -0.014
C  -2.3921  -0.3313  -1.2480  -0.001
C  -3.4833  -0.9070  -1.8741  0.000
C  -3.4726  -1.1036  -3.2460  0.002
C  -2.3590  -0.7371  -3.9830  0.000
C  -1.2689  -0.1723  -3.3469  0.015
H  2.6333  4.5211  -3.5042  0.001
H  3.1913  3.5355  -2.1492  -0.001
H  1.7834  4.5818  -1.9543  -0.002
H  -0.0835  4.0409  -4.9397  0.002
H  -1.0282  3.9386  -3.4497  -0.001
H  -1.1255  2.6431  -4.6426  -0.001
H  2.4134  2.1353  -5.4762  0.001
H  1.4990  0.6632  -5.1506  -0.001
H  3.0004  0.9730  -4.2784  -0.001
H  -2.3687  2.3485  -1.0502  0.001
H  -3.1629  4.4796  -0.1150  0.000
H  -1.5986  5.9877  1.0480  0.000
H  0.7724  5.3515  1.2870  0.000
H  1.5694  3.2009  0.3681  -0.001
H  -2.3984  -0.1933  -0.1726  -0.003
H  -4.3485  -1.2007  -1.2949  0.000
H  -4.3271  -1.5441  -3.7393  0.000
H  -2.3415  -0.8961  -5.0532  0.000
H  -0.3883  0.0850  -3.9227  0.001
C  4.9228  -2.6979  -0.7326  0.015
Si  3.4698  -1.4905  -1.1815  -0.005
C  4.3809  0.2126  -1.4716  0.005
C  2.9677  -1.9611  -2.9946  0.021
H  5.7275  -2.5999  -1.4551  0.000
H  4.5964  -3.7332  -0.7347  0.004
H  5.3322  -2.4810  0.2488  -0.001
H  5.1084  0.1177  -2.2731  0.000
H  4.9052  0.5373  -0.5806  -0.001
H  3.6731  0.9941  -1.7413  -0.004
H  3.8085  -1.8307  -3.6688  0.001
H  2.1516  -1.3361  -3.3441  -0.001
H  2.6468  -2.9943  -3.0571  0.002

Which of these has the lowest multiplicity? C36H41Cl3Ge2IrN2O3SSi